1.
Computed, not measured: C4H6N2OS in the gas phase at a distorted geometry, with ωB97M-V with the def2-TZVPD basis set.

Geometry as XYZ:
```
14
Properties=species:S:1:pos:R:3:forces:R:3
C 0.46211 -0.78024 1.07930 1.75 -1.00 -1.71
C -0.10805 0.52198 1.42954 0.11 0.62 0.15
C -0.92039 1.26631 0.69250 -0.63 0.08 0.45
C -1.41124 0.93397 -0.63830 0.20 0.77 -0.59
H 3.02853 -0.40548 -1.15561 0.92 -0.65 -0.55
H 0.00106 -1.64448 1.57574 0.41 0.18 -0.13
H 0.17302 0.95056 2.38205 0.10 -0.23 0.30
H -1.32762 2.19499 1.11835 0.46 -0.27 -0.27
H -1.36559 1.74529 -1.37400 -0.08 -0.36 0.10
H -2.42986 -1.87445 -0.56849 0.08 0.26 -0.21
N 1.42968 -1.04069 0.22872 -2.03 0.72 1.65
N -1.89708 -0.14285 -1.08715 -0.37 -0.23 -0.50
O -1.99949 -1.12790 -0.13475 0.01 -0.38 0.58
S 2.06584 0.29309 -0.64183 -0.93 0.48 0.73
```
Positions in Å, forces in eV/Å.

- total charge = 0
- frontier orbital gap (eV) = 9.4
- SMILES = O\N=C/C=C\C=N/S

2.
Computed, not measured: a molecular structure, C34H30BrF4IrN3P, with ωB97M-V with the def2-TZVPD basis set.

Geometry as XYZ:
```
74
Properties=species:S:1:pos:R:3:forces:R:3
Ir -0.00642 -0.05954 0.60761 0.30 0.03 0.03
C -1.45076 -2.75157 0.57647 0.08 -0.17 0.11
N -0.36133 -2.25444 1.46505 -0.38 -0.01 -0.29
C 0.85702 -3.07681 1.31973 0.03 0.05 0.10
C -0.83201 -2.24138 2.83381 0.04 0.02 -0.07
C -1.15965 -3.40406 3.49480 -0.09 -0.10 -0.02
C -1.72028 -3.34901 4.76735 0.01 -0.01 0.03
C -1.99305 -2.11596 5.35513 -0.01 0.02 -0.01
C -1.63984 -0.94885 4.71503 -0.02 0.03 0.03
C -0.98484 -0.98992 3.46318 0.04 0.17 -0.01
N -0.52754 0.10417 2.78168 0.16 -0.21 -0.03
C -0.35002 1.32697 3.38842 -0.13 0.02 0.05
C -0.04707 1.52569 4.74883 0.06 -0.10 -0.02
C 0.03524 2.80353 5.26016 0.02 0.05 0.00
C -0.19139 3.90337 4.43629 -0.03 -0.03 0.01
C -0.42025 3.72065 3.07698 0.10 0.14 0.03
C -0.45509 2.44721 2.55005 0.02 -0.08 -0.11
N -0.60242 2.20428 1.12960 -0.12 -0.01 -0.12
C -1.99896 2.41832 0.68332 0.01 0.09 0.09
C 0.33675 3.05483 0.36091 -0.09 0.00 0.01
H -1.73877 -3.77239 0.84014 0.03 0.01 0.01
H -1.11121 -2.74259 -0.45653 0.05 0.02 -0.03
H -2.32526 -2.11040 0.68018 0.01 0.04 0.03
H 0.64469 -4.13395 1.49257 -0.03 0.01 0.01
H 1.61032 -2.74520 2.03169 -0.03 0.01 0.01
H 1.24743 -2.97110 0.31411 0.01 0.03 -0.10
H -1.01129 -4.36684 3.01891 0.00 0.06 0.04
H -1.97604 -4.26680 5.28134 0.00 0.04 -0.03
H -2.49593 -2.07012 6.31195 0.02 -0.01 -0.02
H -1.89848 0.00509 5.15130 -0.01 -0.05 0.01
H 0.17175 0.67113 5.37597 -0.02 0.08 -0.01
H 0.28431 2.94914 6.30333 -0.02 0.00 -0.04
H -0.16722 4.90512 4.84538 0.03 -0.04 -0.01
H -0.55035 4.58443 2.43624 0.00 -0.04 0.04
H -2.31364 3.44921 0.86968 0.04 -0.01 0.03
H -2.66170 1.74934 1.22965 0.01 -0.03 0.01
H -2.07050 2.22232 -0.38336 0.03 -0.02 0.02
H 0.00567 4.09578 0.34553 -0.01 -0.01 0.01
H 0.38155 2.70642 -0.66777 -0.05 0.01 0.01
H 1.32582 3.00437 0.81105 0.00 -0.02 0.01
F 6.28360 0.18295 -2.71749 0.04 0.00 -0.01
C 4.99131 0.12815 -2.49694 0.10 0.00 -0.12
C 4.10453 0.04391 -3.55501 0.09 0.00 -0.06
F 4.55430 0.02101 -4.79131 0.00 0.00 -0.04
C 2.74463 -0.01238 -3.30515 -0.07 -0.01 0.03
F 1.94287 -0.08609 -4.36082 -0.12 0.00 0.06
C 2.22038 0.01380 -2.01430 -0.13 0.04 -0.04
P 0.40726 -0.11928 -1.76839 0.12 0.04 -0.05
C -0.33328 1.30151 -2.61724 -0.13 -0.07 0.07
C -1.73056 1.35470 -2.65493 0.04 -0.02 -0.02
C -2.37393 2.42050 -3.26518 0.01 -0.03 0.01
C -1.62569 3.44980 -3.82435 -0.01 0.02 -0.01
C -0.23960 3.41111 -3.76943 0.02 0.03 -0.01
C 0.40869 2.34133 -3.16708 0.04 -0.03 -0.09
C -0.00918 -1.59615 -2.74914 0.09 0.03 0.05
C 0.68224 -2.77108 -2.45368 0.04 -0.03 -0.06
C 0.46291 -3.92310 -3.19021 0.02 0.01 0.05
C -0.45751 -3.91037 -4.23004 -0.02 -0.01 -0.04
C -1.13475 -2.74062 -4.53909 -0.01 0.01 0.01
C -0.90932 -1.58029 -3.80904 -0.08 -0.01 0.02
C 3.14597 0.09294 -0.97366 -0.11 -0.01 0.07
Br 2.65965 0.10221 0.86876 -0.08 0.06 0.10
C 4.50512 0.15020 -1.20139 0.03 0.01 0.18
F 5.36269 0.22049 -0.19281 -0.02 0.00 -0.03
H -2.31769 0.55383 -2.21423 0.00 0.03 -0.02
H -3.45608 2.44772 -3.30446 0.05 0.00 0.00
H -2.12455 4.28214 -4.30533 0.02 -0.04 0.03
H 0.34387 4.21327 -4.20387 -0.03 -0.03 0.02
H 1.49112 2.32994 -3.13324 -0.01 -0.01 -0.01
H 1.43496 -2.77670 -1.67713 0.07 -0.01 0.05
H 1.01732 -4.82451 -2.96214 -0.01 0.02 -0.01
H -0.63069 -4.80785 -4.81074 0.00 0.04 0.02
H -1.83526 -2.71941 -5.36330 0.01 -0.01 0.01
H -1.42459 -0.67409 -4.09342 0.01 0.01 0.01
```
Positions in Å, forces in eV/Å.

- total charge = +2
- frontier orbital gap (spin up / spin down) (eV) = 8.2 / 6.6
- 2S+1 = 5

3.
Computed, not measured: 2 unconnected molecules or ions with the total composition C5H14 at a distorted geometry, with ωB97M-V with the def2-TZVPD basis set.

Geometry as XYZ:
```
19
Properties=species:S:1:pos:R:3:forces:R:3
C 0.78710 1.27334 -0.65834 0.75 0.54 0.60
C -0.25203 2.28611 -1.13982 -1.04 -1.62 -0.23
C 2.19163 1.52728 -1.19156 0.96 -0.93 -0.53
H 0.93802 1.33574 0.42474 -0.59 -0.15 0.05
H 0.46190 0.25968 -0.88702 0.13 -0.06 -0.07
H -0.03008 2.55270 -2.17226 0.11 0.83 0.23
H 2.64665 2.47872 -0.91512 -0.43 0.23 -0.07
H -0.50006 3.05016 -0.41787 0.60 0.77 -0.25
H -1.22222 1.77244 -1.23804 0.17 -0.07 0.05
H 2.91272 0.78228 -0.82577 -0.30 -0.01 0.34
H 2.29700 1.37394 -2.26996 -0.37 0.44 -0.12
C -1.03586 -2.17753 2.09156 1.51 0.49 0.07
C -1.63491 -2.77647 0.83160 0.41 0.65 -0.64
H -1.63872 -1.93863 2.96178 -0.53 -0.29 -0.17
H -0.17602 -2.75645 2.44932 -0.33 -0.35 0.03
H -0.51693 -1.25022 1.81642 -0.41 0.17 0.05
H -0.95203 -2.52131 0.01375 0.16 -0.24 0.05
H -2.53855 -2.26090 0.50161 -0.34 -0.42 0.38
H -1.70374 -3.86065 0.81480 -0.46 0.01 0.23
```
Positions in Å, forces in eV/Å.

- total charge = 0
- frontier orbital gap (eV) = 12.5
- SMILES = CCC.CC

Relative energy (zero: lowest compared OMol25 entry of this formula, charge and spin) in kcal/mol, matching the order above: 106.8; 0.7; 12.8